Arrangement i

An isolated ion of composition C2H3N2O and charge +1, computed with wB97M-V/def2-TZVPD.

The SMILES is [H]/N=C\C=[N+]=O. The charge is +1. The calculation puts the HOMO energy (spin up / spin down) at -16.380 / -16.380 eV. The calculation puts the gap between HOMO and LUMO (spin up / spin down) at 8.5 / 8.5 eV.

Geometry (Å):
C -0.25 -0.83 0.16
C 1.05 0.12 -0.04
N -1.33 -0.31 0.08
N 1.01 1.33 0.13
O -2.16 0.44 0.04
H -0.17 -1.91 -0.07
H 1.73 -0.62 -0.37
H 0.12 1.79 0.07



Arrangement ii

A 2-piece molecular cluster, C2H3N2O overall, computed with wB97M-V/def2-TZVPD.

The charge is +1. The calculation puts the HOMO energy at -18.633 eV. The calculation puts the gap between HOMO and LUMO at 13.3 eV.

Geometry (Å):
C -1.46 0.72 -0.04
C -0.67 -0.33 0.00
N 3.28 -0.14 -0.08
N 2.13 -0.16 -0.01
O -2.14 1.63 -0.07
H -0.54 -0.65 1.02
H 0.46 -0.08 0.01
H -1.05 -1.00 -0.83



Order of stability, best first: arrangement ii, arrangement i